(1)
8
Properties=species:S:1:pos:R:3:forces:R:3 method="wB97M-V/def2-TZVPD" orbital_gap_ev=7.797 lumo_ha=-0.04591 multiplicity=1
C 0.891774 -0.534574 -1.684184 1.0 0.5 1.6
C -0.949118 0.598627 1.744198 -2.4 -0.3 -1.2
S 1.131315 -0.693662 -0.094038 0.2 -0.7 -1.6
S -1.823445 1.846746 1.263724 0.1 -0.2 -0.1
Br 0.290020 -1.842720 -2.867009 -0.1 0.1 -0.1
Br 1.466958 1.122996 -2.415659 -0.4 -0.1 -0.7
Br -1.541408 -1.234862 1.317229 0.0 0.8 0.7
Br 0.533903 0.737450 2.735739 1.6 -0.1 1.4

(2)
17
Properties=species:S:1:pos:R:3:forces:R:3 method="wB97M-V/def2-TZVPD" orbital_gap_ev=10.884 lumo_ha=0.02936 smiles="O=CCCCO.O" multiplicity=1
O 1.469452 2.447279 0.216484 0.3 0.5 2.3
C 1.566392 2.239547 1.429602 -0.4 -1.6 -3.2
C 1.449999 0.754056 1.890440 -2.4 3.3 2.3
C 1.656664 -0.174600 0.812497 -1.5 -2.6 -2.2
C 0.639804 -1.363115 0.946162 -1.1 -0.5 0.5
O 0.161514 -1.786035 -0.367500 3.5 1.9 -1.0
H 1.667764 3.069495 2.121520 0.1 0.2 0.5
H 0.282169 0.688483 2.183742 2.5 0.3 -0.2
H 2.017113 0.631443 2.811092 0.0 -0.3 0.0
H 2.681125 -0.505328 0.642376 0.0 0.0 0.1
H 1.244824 0.268083 -0.134784 0.8 0.2 0.8
H 0.943803 -2.270509 1.580899 -0.1 1.2 -1.0
H -0.289303 -0.937697 1.430542 1.0 -0.5 -0.2
H 0.863911 -1.278627 -0.970977 -2.6 -2.1 1.4
O -5.451889 -1.490315 -3.910095 -1.6 1.3 3.0
H -5.764520 -0.836307 -3.166008 0.9 -2.0 -2.2
H -4.956663 -0.931796 -4.481722 0.7 0.7 -0.8

(3)
86
Properties=species:S:1:pos:R:3:forces:R:3 method="wB97M-V/def2-TZVPD" orbital_gap_ev=6.803 charge=+1 lumo_ha=-0.17716 smiles="CCCCCCCCCCCCCCN(N)c1nc([PH2]=O)n(C(F)(F)CC[Si](C)(C)c2ccccc2)[n+]1I" multiplicity=1
C -0.083741 -5.339088 0.647309 0.1 0.6 0.3
C -0.727772 -4.308197 1.568111 0.0 -0.7 0.0
C -1.461982 -3.215801 0.832362 0.3 -0.1 -0.4
C -2.558843 -3.721747 -0.094808 0.1 0.2 0.4
C -2.684954 -2.916539 -1.378339 -0.5 -0.5 0.8
C -3.993339 -3.255139 -2.090104 0.2 0.5 -0.5
C -4.826699 -2.067336 -2.567568 0.9 0.1 0.0
C -5.086627 -0.967544 -1.542432 -0.3 -0.7 0.4
C -5.262359 -1.485487 -0.121229 -0.6 0.0 -0.4
C -6.100358 -0.591685 0.765659 0.8 0.3 0.6
C -5.476764 0.772568 1.072516 -0.4 -0.9 -0.5
C -4.217327 0.632583 1.893726 -0.2 0.9 -0.3
C -3.699270 1.964915 2.459403 0.1 -0.8 0.2
C -2.220030 2.181742 2.246860 -0.1 0.7 0.4
N -1.904748 2.828449 0.962281 0.0 -0.3 -0.4
N -2.983603 3.079075 0.101436 -0.1 -0.3 0.4
C -0.702594 3.215398 0.538351 -0.7 -0.3 0.4
N -0.563641 3.868212 -0.622718 -0.8 0.0 -0.4
C 0.694582 4.161013 -0.739113 0.4 0.5 -0.7
P 1.111133 5.078204 -2.308043 -0.2 0.0 -0.6
O -0.087391 5.758719 -2.782257 -0.5 0.4 0.0
N 1.395702 3.720540 0.290543 0.2 0.1 0.3
C 2.828369 3.847605 0.516512 1.1 -0.9 0.2
F 3.013979 4.418720 1.706292 -0.2 0.2 0.8
F 3.261929 4.737321 -0.374407 -0.2 0.5 -0.6
C 3.596790 2.523652 0.375449 -0.3 0.7 0.2
C 4.504007 2.464369 -0.830408 -0.1 -1.4 0.2
Si 4.870521 0.645377 -1.242145 0.7 -0.1 -0.7
C 3.235436 -0.200030 -1.560217 0.1 0.6 0.2
C 5.844851 0.669241 -2.838737 -0.6 0.4 0.6
C 5.910215 -0.179394 0.060524 -0.6 0.1 0.1
C 5.327356 -1.030929 0.987443 -0.1 0.0 0.0
C 6.084058 -1.683786 1.939768 -0.5 -0.2 0.0
C 7.446750 -1.509363 1.988048 -0.3 0.0 0.1
C 8.039101 -0.649727 1.090178 0.2 -0.1 0.1
C 7.279633 -0.003357 0.140170 0.3 0.2 -0.2
N 0.503438 3.066363 1.138742 0.5 0.0 0.2
I 1.126908 2.156820 2.861087 0.0 0.0 0.0
H 0.715196 -5.838681 1.169236 0.3 -0.4 0.1
H 0.349523 -4.835042 -0.204512 0.2 0.0 -0.5
H -0.801445 -6.065584 0.312513 -0.2 -0.4 -0.3
H -1.417081 -4.851192 2.200172 -0.4 -0.1 0.4
H 0.028615 -3.913098 2.230499 0.2 0.4 0.2
H -0.745956 -2.667877 0.225225 0.4 0.2 -0.1
H -1.856011 -2.504241 1.545294 -0.3 0.3 0.2
H -3.492093 -3.661333 0.441421 -0.5 -0.1 0.2
H -2.416929 -4.768545 -0.313472 0.1 -0.4 -0.2
H -1.825529 -3.146815 -1.987710 0.3 0.2 -0.4
H -2.637198 -1.877546 -1.078474 0.0 0.5 -0.2
H -4.603717 -3.897172 -1.478359 -0.2 -0.3 0.4
H -3.733763 -3.816853 -2.973798 -0.1 -0.5 -0.3
H -4.288455 -1.619523 -3.393176 0.1 0.2 -0.4
H -5.746511 -2.440154 -2.984710 -0.5 -0.2 -0.1
H -6.012648 -0.485588 -1.815598 -0.2 0.5 -0.2
H -4.290361 -0.240531 -1.553890 0.3 0.5 -0.2
H -4.301946 -1.695288 0.318437 0.4 -0.1 0.3
H -5.790103 -2.428167 -0.167391 -0.1 -0.5 0.0
H -6.188196 -1.093201 1.719978 -0.4 -0.3 0.4
H -7.084315 -0.466987 0.343302 -0.4 0.0 -0.2
H -5.241512 1.216342 0.117670 0.1 0.6 -0.3
H -6.234110 1.362409 1.566574 -0.1 0.4 0.3
H -4.410758 -0.031728 2.720201 0.0 -0.5 0.3
H -3.458238 0.185993 1.265125 0.3 -0.3 -0.1
H -4.282048 2.804967 2.131021 -0.2 0.3 -0.2
H -3.815690 1.906525 3.529679 -0.1 0.2 0.5
H -1.867490 2.829161 3.038492 0.2 0.4 0.2
H -1.701468 1.245854 2.384381 0.2 -0.4 -0.4
H -2.866500 2.589026 -0.771195 0.1 0.1 -0.2
H -3.106734 4.069591 -0.038209 0.1 0.2 -0.2
H 2.236513 5.870849 -2.095254 0.1 -0.1 0.2
H 1.505847 4.037045 -3.161232 0.4 -0.2 0.3
H 2.847133 1.747621 0.362310 -0.2 -0.4 -0.1
H 4.174867 2.396928 1.278600 0.2 -0.1 0.3
H 4.041663 2.841521 -1.727084 -0.2 0.4 -0.4
H 5.447140 2.945650 -0.642536 0.3 0.5 0.0
H 3.334951 -1.146783 -2.062321 0.1 -0.5 0.0
H 2.613168 -0.303956 -0.683779 -0.2 -0.3 0.4
H 2.683945 0.446054 -2.233322 -0.2 0.2 -0.3
H 5.250105 1.184723 -3.578559 -0.2 0.1 -0.5
H 6.068515 -0.322660 -3.186944 0.2 -0.4 -0.2
H 6.744890 1.249886 -2.718472 0.5 0.1 0.0
H 4.266009 -1.199141 0.949404 -0.4 -0.1 0.1
H 5.581904 -2.351395 2.613468 0.0 -0.2 0.3
H 8.011631 -2.047490 2.720872 0.4 -0.1 0.2
H 9.100106 -0.518483 1.131994 0.5 0.2 -0.1
H 7.782347 0.639170 -0.556120 0.2 0.3 -0.3

(4)
50
Properties=species:S:1:pos:R:3:forces:R:3 method="wB97M-V/def2-TZVPD" orbital_gap_ev=7.811 lumo_ha=0.01424 smiles=CC#CN1CC(c2nc(C#Cc3cc(OC)cc(OC)c3)c3c(N)nccn23)C1 multiplicity=1
C 7.372488 4.140477 0.534676 0.5 -1.7 0.4
C 6.692171 2.921378 1.037418 -0.4 0.2 -0.2
C 6.124618 1.926787 1.413606 0.4 -0.3 -0.1
N 5.551678 0.765381 1.826492 0.6 0.9 0.1
C 5.174128 -0.316706 0.890822 0.4 0.2 -0.2
C 3.792463 -0.355459 1.549629 -0.5 -0.2 -0.4
C 2.594300 -0.062622 0.719775 -1.5 -0.2 -0.7
N 1.445986 -0.729064 0.899688 0.9 1.2 -0.6
C 0.534779 -0.130273 0.070208 -0.4 -0.9 0.3
C -0.791040 -0.621556 -0.059662 -2.3 -0.5 -0.5
C -1.949538 -0.978327 -0.255605 2.1 0.7 0.6
C -3.313829 -1.409580 -0.361151 -0.1 0.5 -1.0
C -3.656747 -2.681512 0.048646 -1.3 -0.4 0.4
C -5.007025 -3.122045 -0.077970 2.1 0.0 -0.2
O -5.407815 -4.371955 0.266464 0.7 -0.2 0.7
C -4.434057 -5.152060 0.989238 -0.1 0.5 -0.1
C -5.930983 -2.315901 -0.693277 0.2 1.4 0.0
C -5.593637 -0.996211 -1.058458 0.9 -0.6 0.0
O -6.478977 -0.097754 -1.577544 -0.9 -0.1 0.4
C -7.754481 -0.075597 -0.888438 0.6 0.0 -0.3
C -4.261954 -0.575151 -0.964730 -0.4 0.8 -0.2
C 1.095687 0.904878 -0.634475 -0.2 -0.1 -0.3
C 0.620723 1.831779 -1.628863 0.4 0.7 -0.8
N -0.622986 1.809110 -2.156312 -1.1 -1.6 1.2
N 1.377177 2.757764 -2.152473 2.6 0.4 0.4
C 2.737401 2.795237 -1.755941 -0.8 -2.0 1.8
C 3.260569 1.910707 -0.809866 -0.2 1.7 -1.5
N 2.415679 0.945224 -0.249100 0.9 -0.3 0.9
C 4.223536 0.824400 2.442041 -0.5 -0.1 1.2
H 8.398102 4.053427 0.900493 0.1 0.5 0.0
H 7.439416 4.092347 -0.553829 -0.3 0.4 0.1
H 6.915711 5.030194 0.930717 -0.2 0.4 -0.2
H 5.206136 -0.030445 -0.159508 -0.1 0.1 -0.1
H 5.763133 -1.228626 1.015120 0.0 0.1 0.1
H 3.650448 -1.312218 2.065721 -0.4 0.5 -0.1
H -2.875034 -3.258180 0.498164 0.0 -0.4 0.1
H -4.944097 -6.024069 1.342407 -0.3 -0.6 -0.2
H -3.572683 -5.394032 0.364932 -0.2 -0.2 -0.1
H -4.046324 -4.670228 1.890054 -0.2 0.5 -0.1
H -6.890498 -2.726834 -0.858723 -1.0 -0.2 -0.1
H -8.275369 0.849314 -1.105135 0.1 0.1 -0.4
H -8.360291 -0.926087 -1.141690 -0.4 -0.3 -0.5
H -7.606272 -0.127938 0.172255 0.3 0.1 0.7
H -4.012766 0.434340 -1.368536 -0.2 -0.9 0.6
H -1.345854 1.186574 -1.767865 0.7 0.7 -0.4
H -0.859091 2.587897 -2.736517 -0.1 0.1 -0.1
H 3.431427 3.538372 -2.148158 -0.6 -0.1 -0.2
H 4.311007 2.021651 -0.523766 -0.6 -0.4 0.2
H 4.206474 0.596553 3.538646 0.2 0.3 -0.8
H 3.656108 1.766636 2.280380 0.4 -0.5 -0.1

(5)
20
Properties=species:S:1:pos:R:3:forces:R:3 method="wB97M-V/def2-TZVPD" orbital_gap_ev="6.529 / 6.475" charge=+1 lumo_ha="-0.11198 / -0.31212" multiplicity=3
C 0.956672 -1.485528 -0.057968 4.7 4.1 -0.3
C 0.902872 0.015449 -0.259479 -1.9 -1.0 -0.7
C 2.209115 0.715519 -0.073020 0.7 0.6 1.9
C -2.289829 0.510827 -0.526443 -2.6 -1.4 1.2
C -0.156475 0.681669 0.617988 0.4 0.3 0.9
N -0.001777 -2.313422 0.129545 -5.3 -4.4 1.2
N -1.464608 0.024731 0.583641 1.4 4.4 -1.8
H 0.453328 0.166967 -1.244901 0.5 0.2 -0.8
H 1.972403 -1.824027 -0.069790 0.2 -0.6 -0.1
H 2.435280 1.621945 -0.638997 -0.4 -0.3 -0.3
H 3.004054 0.003123 -0.158332 0.6 -0.2 -0.5
H 2.291524 1.011108 1.007060 -0.1 -0.1 -0.8
H -1.786631 -0.044287 -1.261115 -0.1 0.0 -2.4
H -3.394494 0.160930 -0.389834 2.1 0.5 -0.3
H -2.295532 1.623286 -0.631017 0.4 -0.9 0.1
H -0.220550 1.751679 0.244267 -0.5 -1.0 0.1
H 0.188554 0.787650 1.645514 -0.1 -0.5 0.2
H -1.033508 -2.147671 0.025596 1.7 -0.1 -0.1
H -1.903111 0.167851 1.422945 -1.5 -0.8 3.2
H 0.187466 -3.287642 0.444919 -0.2 1.4 -0.4

(6)
25
Properties=species:S:1:pos:R:3:forces:R:3 method="wB97M-V/def2-TZVPD" orbital_gap_ev="6.649 / 4.473" charge=+1 lumo_ha="-0.15259 / -0.31811" multiplicity=3
C 0.919365 3.480913 -1.033393 0.3 3.3 -0.9
C 0.866850 3.149731 0.355079 0.0 -1.8 -0.8
C 0.714376 2.509020 -2.017765 0.4 1.9 0.2
C 0.678504 1.796511 0.713448 -0.3 -0.2 0.7
C 0.561062 1.249669 -1.582585 -0.6 -3.6 -4.9
C -1.342750 -0.348604 0.574958 0.4 -1.8 -0.7
C -0.142962 -0.415733 0.040729 0.9 3.3 -0.2
C -1.969999 -1.573808 1.091016 1.8 0.5 0.3
C 0.694505 -1.569804 -0.229492 0.6 -0.1 1.7
C -1.272845 -2.828975 0.710284 -0.1 -0.1 -1.6
C 0.225769 -2.665554 0.716532 1.0 1.0 1.0
N 0.435585 0.908884 -0.301117 -0.3 -1.3 5.3
O -2.758172 -1.421012 1.964805 -1.8 -0.5 1.1
H 1.115994 4.623345 -1.135706 -0.4 -2.4 -0.8
H 1.012181 4.018273 0.935445 0.0 0.2 1.6
H 0.731595 2.777409 -3.055074 0.1 -0.2 -0.3
H 0.642223 1.370362 1.729207 0.1 0.6 -0.6
H 0.419656 0.242692 -2.201655 0.6 2.8 0.6
H -1.872576 0.520547 0.702821 -1.0 2.1 0.3
H 0.326211 -1.917842 -1.140253 0.6 -0.7 -2.4
H 1.793559 -1.350144 -0.106532 -1.2 -0.3 -0.6
H -1.495472 -3.572961 1.415019 -0.8 -1.2 0.6
H -1.601812 -3.077800 -0.320118 0.0 -0.3 0.5
H 0.782360 -3.538677 0.441110 -0.1 -0.8 0.1
H 0.536795 -2.366443 1.733238 0.0 -0.3 -0.2

(7)
21
Properties=species:S:1:pos:R:3:forces:R:3 method="wB97M-V/def2-TZVPD" orbital_gap_ev=10.640 lumo_ha=-0.01540 smiles=O.O.O.O.O.O.O multiplicity=1
O -0.112114 -0.526185 -0.866577 -0.9 1.2 -2.0
H -0.266933 -0.275420 0.044404 -0.4 0.3 0.0
H -0.661071 0.076575 -1.490692 1.4 -1.5 2.0
O 2.662393 -2.100348 -1.874003 -1.1 0.0 1.6
H 2.348469 -2.679153 -1.129505 0.6 0.5 -1.5
H 2.182829 -1.283550 -1.628021 0.2 -0.3 -0.5
O -4.784417 0.649534 -0.282436 1.0 0.4 4.6
H -3.869498 0.854130 -0.393322 0.8 0.2 -0.1
H -5.124942 0.551629 -1.098437 -1.9 -0.6 -4.4
O 0.017592 4.113567 -1.283779 0.6 -1.2 3.4
H -0.154803 4.146673 -0.256915 0.3 0.2 -3.0
H 0.722587 3.415292 -1.266805 -0.8 0.9 -0.4
O 2.329098 3.207502 2.003420 0.4 -0.9 -0.8
H 3.003472 3.667036 1.481185 -0.2 0.2 0.3
H 2.452834 2.283738 1.693971 -0.3 0.7 0.5
O -4.042944 -2.858554 1.016838 0.3 1.3 -0.6
H -4.109397 -2.047917 1.547402 -0.1 -0.5 -0.2
H -4.188991 -3.581577 1.598543 -0.2 -0.8 0.9
O 4.071900 -2.856767 0.657425 2.1 2.3 1.2
H 4.394554 -1.916745 0.962219 -1.3 -2.8 -1.0
H 3.129389 -2.839460 0.565093 -0.6 0.4 0.2

Please write out number 4 again, unchanged.
50
Properties=species:S:1:pos:R:3:forces:R:3 method="wB97M-V/def2-TZVPD" orbital_gap_ev=7.811 lumo_ha=0.01424 smiles=CC#CN1CC(c2nc(C#Cc3cc(OC)cc(OC)c3)c3c(N)nccn23)C1 multiplicity=1
C 7.372488 4.140477 0.534676 0.5 -1.7 0.4
C 6.692171 2.921378 1.037418 -0.4 0.2 -0.2
C 6.124618 1.926787 1.413606 0.4 -0.3 -0.1
N 5.551678 0.765381 1.826492 0.6 0.9 0.1
C 5.174128 -0.316706 0.890822 0.4 0.2 -0.2
C 3.792463 -0.355459 1.549629 -0.5 -0.2 -0.4
C 2.594300 -0.062622 0.719775 -1.5 -0.2 -0.7
N 1.445986 -0.729064 0.899688 0.9 1.2 -0.6
C 0.534779 -0.130273 0.070208 -0.4 -0.9 0.3
C -0.791040 -0.621556 -0.059662 -2.3 -0.5 -0.5
C -1.949538 -0.978327 -0.255605 2.1 0.7 0.6
C -3.313829 -1.409580 -0.361151 -0.1 0.5 -1.0
C -3.656747 -2.681512 0.048646 -1.3 -0.4 0.4
C -5.007025 -3.122045 -0.077970 2.1 0.0 -0.2
O -5.407815 -4.371955 0.266464 0.7 -0.2 0.7
C -4.434057 -5.152060 0.989238 -0.1 0.5 -0.1
C -5.930983 -2.315901 -0.693277 0.2 1.4 0.0
C -5.593637 -0.996211 -1.058458 0.9 -0.6 0.0
O -6.478977 -0.097754 -1.577544 -0.9 -0.1 0.4
C -7.754481 -0.075597 -0.888438 0.6 0.0 -0.3
C -4.261954 -0.575151 -0.964730 -0.4 0.8 -0.2
C 1.095687 0.904878 -0.634475 -0.2 -0.1 -0.3
C 0.620723 1.831779 -1.628863 0.4 0.7 -0.8
N -0.622986 1.809110 -2.156312 -1.1 -1.6 1.2
N 1.377177 2.757764 -2.152473 2.6 0.4 0.4
C 2.737401 2.795237 -1.755941 -0.8 -2.0 1.8
C 3.260569 1.910707 -0.809866 -0.2 1.7 -1.5
N 2.415679 0.945224 -0.249100 0.9 -0.3 0.9
C 4.223536 0.824400 2.442041 -0.5 -0.1 1.2
H 8.398102 4.053427 0.900493 0.1 0.5 0.0
H 7.439416 4.092347 -0.553829 -0.3 0.4 0.1
H 6.915711 5.030194 0.930717 -0.2 0.4 -0.2
H 5.206136 -0.030445 -0.159508 -0.1 0.1 -0.1
H 5.763133 -1.228626 1.015120 0.0 0.1 0.1
H 3.650448 -1.312218 2.065721 -0.4 0.5 -0.1
H -2.875034 -3.258180 0.498164 0.0 -0.4 0.1
H -4.944097 -6.024069 1.342407 -0.3 -0.6 -0.2
H -3.572683 -5.394032 0.364932 -0.2 -0.2 -0.1
H -4.046324 -4.670228 1.890054 -0.2 0.5 -0.1
H -6.890498 -2.726834 -0.858723 -1.0 -0.2 -0.1
H -8.275369 0.849314 -1.105135 0.1 0.1 -0.4
H -8.360291 -0.926087 -1.141690 -0.4 -0.3 -0.5
H -7.606272 -0.127938 0.172255 0.3 0.1 0.7
H -4.012766 0.434340 -1.368536 -0.2 -0.9 0.6
H -1.345854 1.186574 -1.767865 0.7 0.7 -0.4
H -0.859091 2.587897 -2.736517 -0.1 0.1 -0.1
H 3.431427 3.538372 -2.148158 -0.6 -0.1 -0.2
H 4.311007 2.021651 -0.523766 -0.6 -0.4 0.2
H 4.206474 0.596553 3.538646 0.2 0.3 -0.8
H 3.656108 1.766636 2.280380 0.4 -0.5 -0.1